Record 1
Molecular formula: C6H12O
Method: DFT, ωB97M-V/def2-TZVPD

Values from the calculation:
HOMO: -9.82 eV
HOMO-LUMO gap: 11.02 eV
Electronic energy: -311.0007 Eh
Charge: 0

Last column: Mulliken charge in e.
Atoms and positions in Å:
H 2.4404 -1.4064 0.1657  0.27
H 3.5846 -0.0972 -0.1822  0.37
H -2.6680 -0.2462 -0.9420  0.26
H -0.9156 1.1958 -1.5783  0.35
H -1.0799 -1.3208 1.6454  0.27
O -0.3360 -1.1750 -0.2032  -0.47
H 1.6834 1.4995 -0.4976  0.30
C -2.2118 0.1984 -0.0530  -0.52
C 0.0958 0.1620 0.0490  0.25
C -1.0080 1.0551 -0.4929  -0.86
C 2.5980 -0.3262 0.2359  -1.22
H -2.1640 -1.9706 0.4460  0.31
C -1.4942 -1.1399 0.6149  -0.51
H -0.1638 0.2301 1.1420  0.28
H 1.4882 0.1217 -1.5560  0.33
H -0.9438 2.0443 -0.0176  0.32
C 1.4901 0.4181 -0.4958  -0.39
H 2.6036 -0.0467 1.2941  0.30
H -2.9990 0.8039 0.4257  0.35

Atoms 1-6, force components in eV/Å:
H 0.03 0.13 0.06
H -0.18 -0.03 0.06
H -0.04 0.06 0.14
H -0.20 -0.13 0.20
H -1.07 1.16 -0.37
O -0.08 -0.04 0.00

***

Record 2
Molecular formula: C5H8N2
Method: DFT, ωB97M-V/def2-TZVPD

Values from the calculation:
HOMO (alpha / beta): -8.26 / -8.28 eV
HOMO-LUMO gap (alpha / beta): 7.92 / 7.79 eV
Electronic energy: -304.6218 Eh
Charge: 0

Last column: Mulliken charge in e.
Atoms and positions in Å:
C -2.5782 0.6706 0.1253  -0.90
H -3.5306 0.8390 -0.3941  0.33
H 3.0401 -1.4438 0.0694  0.31
H -2.7993 -0.0995 0.8945  0.28
C -1.4954 0.0116 -0.6132  -0.14
C 2.2328 -1.3826 0.8145  -0.73
C 1.3352 0.3665 -0.4520  -0.01
N 1.1644 -0.4779 0.4666  -0.30
C 0.2229 1.2561 -0.8318  0.32
H 1.7793 -2.3716 0.9307  0.26
H 2.6588 -1.1045 1.7846  0.25
N -0.1379 2.3420 -1.1120  -0.55
H 2.2893 0.5249 -0.9796  0.36
H -1.9438 -0.7075 -1.3327  0.21
H -2.2376 1.5767 0.6300  0.30

Atoms 1-6, force components in eV/Å:
C 0.12 0.18 -0.08
H 0.16 -0.02 0.00
H -0.10 0.11 0.10
H 0.11 0.04 -0.08
C -0.23 -0.06 0.30
C 0.14 -0.16 0.05

***

Record 3
Molecular formula: C21H19ClN2O3S2
Method: DFT, ωB97M-V/def2-TZVPD

Values from the calculation:
HOMO: -8.60 eV
HOMO-LUMO gap: 8.65 eV
Electronic energy: -2403.4765 Eh
Charge: 0

Last column: Mulliken charge in e.
Atoms and positions in Å:
O -2.4668 -0.0164 4.3955  -0.65
H 0.7317 -1.3857 -4.1185  0.51
C 4.6037 -3.3155 -3.8207  -0.75
H -4.8560 1.8797 -0.7446  0.40
C -1.8775 3.0166 3.4958  0.24
C -4.1184 1.3975 -0.1220  -0.93
H -0.3330 -0.8943 0.2317  0.12
C -3.3110 0.7656 2.0225  0.07
H -2.9091 0.7946 -1.7848  0.55
C 0.6434 -1.3927 -1.9776  0.45
C -3.0260 0.7886 -0.7137  -0.40
C 3.9706 -3.4333 -1.3967  -0.66
C -0.5983 -0.6449 -1.7768  0.67
C -2.0652 0.1494 0.0712  0.49
N -0.9497 -0.4833 -0.4571  0.08
C -2.2206 0.1438 1.4594  -0.31
C -4.2697 1.3979 1.2555  -0.64
C 2.3918 -2.4256 -3.1092  0.76
C 1.1912 -1.6927 -3.1964  -1.73
C -0.7037 2.2719 3.3981  -0.02
O -4.7988 0.7699 4.2263  -0.71
H 3.8701 -5.0615 -2.8047  0.32
H -1.5105 -0.3507 2.1034  0.44
H 5.5127 -4.6065 -2.3410  0.34
C 0.3684 4.0977 2.2823  0.36
C 3.2033 -2.9035 -4.2727  -0.63
H -3.8099 3.0564 4.1411  0.30
S 1.6259 -2.0292 -0.6864  -0.52
H 1.3211 2.2300 2.7101  0.43
C 0.4134 2.8075 2.7881  -0.80
H 5.1134 -3.8349 -4.6336  0.33
C 4.5252 -4.2151 -2.5892  -0.77
H 5.1833 -2.4233 -3.5753  0.31
N -2.9987 2.4588 4.0981  -0.29
H -2.8064 4.9035 3.0760  0.34
H -0.8078 5.8643 2.0034  0.41
S -3.4352 0.8530 3.8037  1.18
Cl 1.7639 4.7650 1.5111  -0.23
H -5.1173 1.8570 1.7380  0.47
H 3.2596 -2.1180 -5.0293  0.35
H 3.7383 -4.1052 -0.5672  0.39
C -1.9045 4.3152 2.9915  -0.66
H -0.6813 1.2812 3.8202  0.74
H 2.6958 -3.7599 -4.7278  0.30
C -0.7842 4.8582 2.3915  -0.74
O -1.2438 -0.2198 -2.7136  -0.69
C 2.7534 -2.6883 -1.8179  0.50
H 4.7233 -2.7229 -1.0376  0.30

Atoms 1-6, force components in eV/Å:
O 0.20 0.09 -0.27
H -0.14 0.09 -0.16
C -0.13 -0.18 -0.08
H -0.07 0.03 -0.05
C 0.85 0.22 -0.32
C 0.00 0.02 0.33